Entry i
An isolated ion of composition C7H12N3 and charge +1, computed with ωB97M-V/def2-TZVPD.

Structure (XYZ):
```
22
Properties=species:S:1:pos:R:3:mulliken_charge:R:1
C -1.875 2.144 0.794 -0.50
C 0.198 1.832 -0.081 -0.50
C -2.052 0.810 1.078 0.03
C 0.118 0.394 -0.037 0.83
C -1.146 -1.426 1.410 -1.14
C 2.258 0.248 -1.168 -0.88
C 0.828 -1.696 -1.210 -1.01
N -0.752 2.661 0.332 -0.49
N -1.143 -0.080 0.709 0.17
N 0.973 -0.361 -0.659 0.00
H -2.459 2.989 0.961 0.48
H 1.040 2.263 -0.553 0.35
H -2.901 0.348 1.608 0.43
H -0.163 -1.804 1.610 0.41
H -1.655 -1.241 2.392 0.41
H -1.719 -2.200 0.925 0.36
H 3.168 0.060 -0.527 0.33
H 2.587 -0.189 -2.178 0.30
H 2.247 1.307 -1.166 0.34
H 0.883 -1.572 -2.316 0.39
H 1.709 -2.283 -0.944 0.36
H -0.144 -2.205 -0.981 0.33
```

## Properties
Gap between HOMO and LUMO: 8.20 eV
HOMO level: -12.7 eV
LUMO level: -4.485 eV
Charge: +1


Entry ii
An isolated ion of composition C7H12N3 and charge +1, computed with ωB97M-V/def2-TZVPD.

Structure (XYZ):
```
22
Properties=species:S:1:pos:R:3:mulliken_charge:R:1
C 2.802 -0.293 1.656 -0.43
C 1.741 0.518 0.944 1.27
C 0.711 -0.384 0.602 -0.52
C 2.055 1.770 0.581 -0.87
C -0.590 -0.078 -0.117 1.22
C -0.198 0.021 -1.701 -1.17
C -1.582 -1.402 0.022 -1.80
N 2.356 -1.444 1.793 -0.90
N 1.144 -1.489 1.139 0.41
N -1.198 1.118 0.418 -0.53
H 3.613 0.125 2.145 0.48
H 3.007 2.214 0.781 0.33
H 1.359 2.374 0.007 0.33
H 0.824 0.452 -1.622 0.35
H -0.840 0.822 -2.125 0.41
H -0.453 -0.896 -2.269 0.33
H -2.427 -1.304 -0.595 0.45
H -1.958 -1.389 1.067 0.39
H -1.079 -2.316 -0.238 0.44
H 0.637 -2.381 1.304 0.29
H -1.474 1.124 1.392 0.23
H -1.957 1.435 -0.220 0.28
```

## Properties
Gap between HOMO and LUMO: 7.74 eV
HOMO level: -13.4 eV
LUMO level: -5.683 eV
Charge: +1


Which one sits at the bottom of the stability order? entry ii does.


Entry i
A 2-piece molecular cluster, C4H8NS overall, computed with ωB97M-V/def2-TZVPD.

Structure (XYZ):
```
14
Properties=species:S:1:pos:R:3:mulliken_charge:R:1
C 1.627 1.009 0.088 -0.33
C 0.502 1.580 0.542 -0.20
C 1.420 -0.496 0.367 -0.41
C -0.378 0.599 1.081 -0.29
N 0.255 -0.525 1.138 -0.02
S -1.930 -0.832 -1.250 -0.26
H 2.528 1.443 -0.396 0.40
H 0.102 2.579 0.309 0.39
H 1.210 -1.086 -0.534 0.33
H 2.353 -0.720 0.907 0.34
H -1.304 0.913 1.510 0.46
H -2.480 -0.710 -2.368 0.16
H -0.105 -1.376 1.673 0.30
H -2.979 -1.111 -0.664 0.14
```

## Properties
Gap between HOMO and LUMO: 8.52 eV
HOMO level: -13.6 eV
LUMO level: -5.081 eV
Charge: +1


Entry ii
An isolated ion of composition C4H8NS and charge +1, computed with ωB97M-V/def2-TZVPD.

Structure (XYZ):
```
14
Properties=species:S:1:pos:R:3:mulliken_charge:R:1
C 1.829 1.556 0.043 -0.24
C 0.662 1.254 -0.168 -0.61
C 0.608 -0.881 1.686 -0.60
C -0.752 1.010 -0.053 0.28
N -1.273 0.257 -1.369 -0.30
S -1.042 -0.188 1.331 -0.02
H 2.818 1.531 -0.313 0.39
H 0.744 -0.618 2.704 0.33
H 1.370 -0.228 1.287 0.12
H 0.534 -2.009 1.681 0.30
H -1.419 1.801 0.073 0.37
H -0.700 -0.505 -1.605 0.32
H -1.280 0.884 -2.114 0.33
H -2.163 -0.034 -1.186 0.32
```

## Properties
Gap between HOMO and LUMO: 9.60 eV
HOMO level: -13.5 eV
LUMO level: -3.921 eV
Charge: +1


Which one sits at the bottom of the stability order? entry ii does.


Entry i
An isolated ion of composition C4H8NS and charge +1, computed with ωB97M-V/def2-TZVPD.

Structure (XYZ):
```
14
Properties=species:S:1:pos:R:3:mulliken_charge:R:1
C -1.100 0.939 -0.485 -0.45
C -0.469 -1.270 0.386 -0.46
C 1.028 1.264 0.317 -0.91
C 0.970 -1.344 0.076 -0.13
N -1.080 -0.366 -0.627 -0.15
S 1.965 -0.002 -0.235 0.18
H -1.336 1.279 0.538 0.38
H -1.173 1.877 -1.146 0.33
H -0.877 -2.216 0.127 0.28
H -0.697 -0.831 1.395 0.35
H 1.365 2.258 0.267 0.48
H 0.757 1.281 1.298 0.46
H 1.498 -2.282 -0.323 0.32
H -0.852 -0.586 -1.587 0.30
```

## Properties
Gap between HOMO and LUMO (spin up / spin down): 7.93 / 7.93 eV
HOMO level (spin up / spin down): -13.3 / -13.3 eV
LUMO level (spin up / spin down): -5.394 / -5.394 eV
Charge: +1


Entry ii
An isolated ion of composition C4H8NS and charge +1, computed with ωB97M-V/def2-TZVPD.

Structure (XYZ):
```
14
Properties=species:S:1:pos:R:3:mulliken_charge:R:1
C 2.110 -0.617 0.154 -0.43
C 0.401 0.888 0.446 -0.47
C -0.774 1.121 -0.467 -0.84
C -1.770 -1.400 -0.091 -0.13
N 0.907 -0.374 0.152 -0.23
S -2.334 0.124 0.109 0.21
H 2.386 -1.567 -0.356 0.24
H 2.800 0.046 0.436 0.33
H 1.170 1.736 0.475 0.44
H 0.050 0.923 1.463 0.33
H -1.270 2.118 -0.476 0.42
H -0.576 0.684 -1.387 0.45
H -0.715 -1.476 -0.389 0.31
H -2.384 -2.206 -0.069 0.37
```

## Properties
Gap between HOMO and LUMO: 7.93 eV
HOMO level: -14.2 eV
LUMO level: -6.240 eV
Charge: +1


Entry iii
An isolated ion of composition C4H8NS and charge +1, computed with ωB97M-V/def2-TZVPD.

Structure (XYZ):
```
14
Properties=species:S:1:pos:R:3:mulliken_charge:R:1
C 0.360 1.268 0.180 -0.42
C 1.179 1.209 -0.841 -0.10
C -0.584 -0.618 -1.305 -0.37
C -0.131 -0.792 1.387 -0.97
N -0.576 0.078 0.309 -0.13
S 1.053 -0.196 -1.950 -0.01
H 0.291 1.973 1.091 0.36
H 2.013 1.848 -1.076 0.38
H -0.519 -1.764 -1.010 0.26
H -1.389 -0.409 -1.888 0.47
H 0.943 -0.799 1.358 0.34
H -0.532 -0.426 2.236 0.43
H -0.587 -1.646 1.032 0.43
H -1.521 0.275 0.477 0.32
```

## Properties
Gap between HOMO and LUMO: 10.02 eV
HOMO level: -13.6 eV
LUMO level: -3.533 eV
Charge: +1


Which one sits at the bottom of the stability order? entry i does.